1.
88
Properties=species:S:1:pos:R:3:forces:R:3 method="wB97M-V/def2-TZVPD" orbital_gap_ev="5.78 / 5.77" multiplicity=1 de_lowest_kj_mol=433.49 total_charge=+3 max_force_ev_per_a=4.0 total_energy_ev=-68873.522 homo_energy_ev="-14.755 / -14.755"
Re 9.7841 8.9113 17.5471 -0.4 -0.4 0.6
F 12.4390 12.0464 22.7543 2.0 1.6 0.0
C 11.4787 11.1929 22.9019 -3.4 -1.4 -0.9
C 10.8509 10.8129 21.6989 -0.2 -0.4 1.1
C 9.7733 9.9229 21.7504 -1.5 -1.1 0.3
C 9.2454 9.2949 20.5170 0.1 -0.9 3.0
O 9.8646 9.5505 19.4692 0.6 1.0 -2.0
C 8.2818 8.2612 20.6742 0.6 0.8 0.7
C 7.8333 7.9693 21.9656 -0.2 1.3 -0.3
N 8.1587 8.6270 23.1025 0.0 -1.0 -1.8
C 7.4902 8.2267 24.3623 1.7 -3.0 -1.6
C 6.7529 9.2453 25.0287 -2.5 1.1 2.0
C 5.9726 8.1716 24.2584 1.4 0.5 0.7
C 9.2343 9.4805 23.0215 1.4 1.1 -2.5
C 9.8859 9.8981 24.1373 -0.4 0.2 0.8
C 10.9204 10.8145 24.1728 1.0 0.5 0.1
N 11.3503 11.3874 25.4257 0.0 -0.8 -1.1
C 12.5782 12.2543 25.3009 -1.6 -0.6 -0.3
C 13.0581 12.6534 26.6521 0.2 -0.6 1.8
N 11.8392 12.8721 27.5245 0.6 -1.8 -0.5
C 11.2121 11.5326 27.7787 0.8 -1.4 1.6
C 11.4480 10.5181 26.6403 0.3 2.4 -0.5
C 7.6848 7.5685 19.4967 -1.6 -0.3 0.9
O 6.6873 6.8799 19.6920 1.5 0.6 -0.9
O 8.2125 7.8434 18.3197 0.3 -0.1 -0.3
H 11.1382 11.1863 20.7025 0.2 -0.2 0.8
H 7.0686 7.2480 22.0863 -0.6 -0.7 -0.1
H 8.0975 7.3569 24.7608 -1.1 1.3 0.3
H 6.6335 10.1589 24.5151 0.5 1.2 -0.3
H 6.5737 9.3401 26.1429 0.5 -0.4 -1.5
H 5.4596 8.3231 23.3217 0.2 0.5 0.0
H 5.4780 7.5228 24.9194 -0.4 -1.2 0.5
H 9.4060 9.4485 24.9670 0.2 0.3 1.5
H 12.2562 13.1537 24.7744 0.2 0.0 -0.1
H 13.3102 11.7437 24.6961 0.7 0.0 0.3
H 13.5066 13.6045 26.6320 1.1 1.0 -0.3
H 13.7162 11.9498 27.2017 -0.4 0.3 -0.5
H 11.2509 13.4462 26.9792 -1.3 0.9 -0.6
H 12.0336 13.3405 28.3965 0.3 0.2 0.3
H 10.1570 11.5828 27.9280 -0.7 0.7 0.0
H 11.6162 11.1992 28.7659 -0.1 0.0 -0.9
H 10.7098 9.7599 26.7857 -0.6 -0.4 -0.5
H 12.4174 10.0690 26.6032 0.7 -0.5 0.5
C 12.9260 9.1057 13.0875 0.3 -0.1 -0.6
C 11.8069 8.7244 12.3671 -2.5 0.5 -0.9
C 10.5117 8.4229 12.8588 0.7 -0.3 2.8
C 10.3679 8.2829 14.2546 0.9 0.4 -0.9
C 11.6056 8.5447 15.0604 -0.7 -0.4 -0.8
C 12.8175 9.0741 14.4246 -1.6 -1.0 -0.3
P 8.9272 8.0222 15.4410 -0.3 -0.1 -0.8
C 7.8660 6.5975 14.9487 1.3 2.7 0.9
C 6.9805 6.2617 15.9468 -1.2 -1.7 -1.1
C 6.1198 5.2011 15.6363 -0.1 0.7 2.1
C 6.1997 4.5295 14.4464 -1.4 -2.6 0.8
C 6.9506 5.0372 13.4612 1.5 0.8 -3.5
C 7.8048 6.1444 13.6628 -0.7 -1.8 0.1
C 8.1995 9.6447 15.3156 0.3 1.5 -0.8
C 7.5599 10.3548 14.2654 -1.4 -1.9 -0.5
C 7.4207 11.7014 14.3338 0.6 0.6 1.3
C 7.9918 12.4256 15.4247 1.0 0.1 -0.4
C 8.8399 11.8301 16.3604 -1.9 -3.5 -0.9
C 8.8466 10.3281 16.3445 0.2 2.3 0.0
H 13.8067 9.4127 12.5334 0.0 -0.1 0.3
H 11.7809 8.8108 11.3015 0.6 -0.1 -0.7
H 9.6497 8.3502 12.2350 -0.2 -0.2 -0.6
H 11.9494 7.4772 15.2240 0.0 0.1 -0.1
H 13.6034 9.2247 15.0682 1.9 0.8 1.3
H 6.9270 6.7588 16.8798 0.1 0.2 0.7
H 5.4126 4.9093 16.4083 0.1 -0.2 -0.1
H 5.7357 3.4962 14.3167 0.2 1.8 0.1
H 6.8646 4.5744 12.4446 0.4 0.5 1.0
H 8.4698 6.5085 12.9164 0.2 0.1 -0.6
H 6.9914 9.7713 13.5014 0.8 0.6 0.4
H 6.8999 12.2904 13.6055 -0.3 -0.1 -0.3
H 7.8239 13.5026 15.3461 0.3 -0.2 0.6
H 9.3403 12.2881 17.1770 0.2 0.8 0.4
C 11.2274 8.9858 16.4070 -0.3 -1.2 0.0
C 12.0808 9.6024 17.3982 0.0 2.1 0.6
C 12.3086 11.0307 17.3747 0.7 -3.1 -0.2
C 13.1745 11.6095 18.2283 0.3 0.3 1.9
C 13.7270 10.8850 19.3102 -1.1 -1.4 -0.5
C 13.4957 9.4746 19.3567 -0.9 1.9 -0.2
C 12.6450 8.8778 18.4357 0.8 -1.4 0.4
H 11.9224 11.5622 16.5816 -1.1 1.2 -1.5
H 13.2622 12.6773 18.2011 0.4 0.4 0.0
H 14.1249 11.4520 20.1443 0.6 -0.3 -0.2
H 13.7083 8.8324 20.1701 0.9 -0.1 0.9
H 12.4613 7.7736 18.5820 0.0 1.3 -0.5

=====

2.
19
Properties=species:S:1:pos:R:3:forces:R:3 method="wB97M-V/def2-TZVPD" orbital_gap_ev=8.23 multiplicity=1 de_lowest_kj_mol=248.16 max_force_ev_per_a=8.0 total_energy_ev=-28302.600 homo_energy_ev=-9.010
C 0.5395 0.0641 1.2721 -2.5 0.4 1.9
C 1.5892 0.0706 0.4873 2.0 -0.4 -0.1
C -0.6246 -0.8633 0.6788 2.2 1.8 0.2
C 1.4281 -0.8990 -0.6239 -1.5 0.7 1.0
C -0.1452 -0.9513 -0.7222 2.8 -1.8 -3.9
N -0.4946 0.1286 -1.6207 -1.4 3.8 0.4
O 2.9333 1.5916 -1.6868 -3.4 3.7 6.2
O 4.4612 0.6448 0.7091 -1.4 0.6 -0.1
P 3.0968 1.1353 0.4167 -0.4 -1.2 -3.6
I 2.0845 2.9627 1.4856 0.4 1.4 0.4
H 0.3339 0.7147 2.1764 0.4 -0.9 -1.2
H -0.6253 -1.8712 1.0161 -0.1 -0.7 1.1
H -1.5524 -0.3620 0.7798 -1.1 0.2 0.2
H 1.7470 -0.3635 -1.4505 0.9 0.2 -2.1
H 1.9406 -1.8086 -0.4759 0.6 -1.2 0.2
H -0.2731 -1.9594 -1.2583 -0.8 1.5 0.8
H -0.2214 1.1226 -1.2941 -0.6 -2.4 0.0
H -0.2963 0.2392 -2.6191 0.2 -1.5 0.6
H 2.1775 2.5044 -1.3272 3.5 -4.1 -2.2

=====

3.
31
Properties=species:S:1:pos:R:3:forces:R:3 method="wB97M-V/def2-TZVPD" orbital_gap_ev="8.06 / 6.09" multiplicity=3 de_lowest_kj_mol=9.25 total_charge=+1 max_force_ev_per_a=0.7 total_energy_ev=-30436.824 homo_energy_ev="-12.319 / -13.080"
Au -0.3222 -0.7447 -0.5408 0.4 0.2 0.3
O 1.7717 2.8293 -0.3287 0.1 0.1 0.0
C 1.3985 1.7186 -0.5879 -0.3 0.0 0.2
N 0.2710 1.1477 0.0713 0.1 -0.2 -0.2
C -0.2722 1.8056 1.2124 0.0 0.0 0.0
C -1.2433 0.9204 1.9660 0.3 0.0 -0.2
C -2.0915 1.4531 2.9172 0.0 0.0 0.1
C -2.9272 0.5906 3.6091 0.0 0.0 0.0
C -2.8871 -0.7643 3.3221 0.0 0.0 0.0
C -2.0187 -1.2100 2.3450 0.1 0.0 -0.1
N -1.2007 -0.3845 1.6817 -0.4 0.0 0.1
C 2.0464 0.8121 -1.5858 -0.2 -0.1 0.1
C 3.1477 1.2218 -2.3020 0.1 0.0 0.0
C 3.7209 0.3198 -3.1915 0.0 0.0 0.0
C 3.1723 -0.9425 -3.3241 0.0 0.0 0.0
C 2.0560 -1.2803 -2.5697 -0.1 0.1 0.1
N 1.5158 -0.4144 -1.7181 0.1 0.0 -0.3
H -0.7548 2.7333 0.8700 0.0 0.0 0.0
H 0.5500 2.1455 1.8542 0.0 0.0 0.0
H -2.0999 2.5173 3.1141 0.0 0.0 0.0
H -3.6057 0.9744 4.3590 0.0 0.0 0.0
H -3.5251 -1.4663 3.8393 0.0 0.0 0.0
H -1.9657 -2.2568 2.0761 0.0 0.0 0.0
H 3.5373 2.2198 -2.1573 0.0 0.0 0.0
H 4.5865 0.6050 -3.7738 0.0 0.0 0.0
H 3.5929 -1.6674 -4.0065 0.0 0.0 0.0
H 1.5789 -2.2492 -2.6445 0.0 0.0 0.0
O -2.6835 -3.6480 -1.4394 0.0 -0.1 0.2
N -2.0606 -2.6916 -1.1189 0.0 0.4 -0.5
O -0.7402 -2.7045 -1.1908 -0.3 0.1 0.3
O -2.5476 -1.5900 -0.7578 0.0 -0.4 0.0

=====

4.
10
Properties=species:S:1:pos:R:3:forces:R:3 method="wB97M-V/def2-TZVPD" orbital_gap_ev="5.19 / 6.83" multiplicity=3 de_lowest_kj_mol=629.64 max_force_ev_per_a=5.3 total_energy_ev=-22739.697 homo_energy_ev="-4.710 / -8.876"
C -0.8414 -1.1008 0.2821 -4.3 0.6 -2.7
N -0.5022 1.4571 0.0045 0.3 -0.5 -0.1
P 2.2591 -0.1926 0.1155 5.2 1.1 0.3
S 0.2605 -0.0164 -0.4041 -5.0 -0.2 -0.8
H -0.4761 -2.1069 0.1293 0.3 -0.2 0.1
H -2.0332 -1.0155 -0.4410 3.6 -0.2 2.5
H -0.9577 1.3565 0.9041 0.1 -0.2 0.2
H 0.1398 2.2390 0.0064 0.2 0.1 -0.1
H 1.8724 -1.0328 1.1468 -0.9 -0.6 0.4
H 0.2787 0.4123 -1.7436 0.4 0.0 0.1